1.
11 unconnected molecules or ions with the total composition C30H86N4O11. Source: OMol25; level of theory: the ωB97M-V functional and the def2-TZVPD basis.

CARTESIAN COORDINATES (ANGSTROEM)
C  -14.398  6.239  -31.149
C  -14.498  7.312  -32.242
O  -13.560  7.060  -33.319
H  -13.397  6.040  -30.766
H  -14.931  5.402  -31.600
H  -14.986  6.537  -30.281
H  -14.307  8.318  -31.868
H  -15.489  7.335  -32.694
H  -13.559  7.853  -33.858
C  -8.005  0.384  -31.617
C  -8.397  1.689  -32.322
O  -9.528  1.499  -33.113
H  -7.131  0.546  -30.986
H  -7.855  -0.406  -32.353
H  -8.813  0.233  -30.901
H  -7.673  1.911  -33.105
H  -8.571  2.576  -31.712
H  -9.860  2.369  -33.346
C  -13.850  12.567  -27.710
C  -14.173  11.045  -27.882
O  -15.426  10.905  -28.515
H  -13.954  13.041  -28.686
H  -12.882  12.766  -27.251
H  -14.556  12.943  -26.969
H  -14.270  10.596  -26.893
H  -13.465  10.475  -28.483
H  -16.107  11.017  -27.847
C  -14.732  2.472  -27.303
C  -13.841  1.693  -28.256
O  -14.544  0.959  -29.130
H  -15.398  1.723  -26.874
H  -15.292  3.301  -27.735
H  -14.210  2.970  -26.486
H  -13.259  0.944  -27.719
H  -13.189  2.331  -28.852
H  -13.971  0.717  -29.861
C  -16.234  7.801  -23.728
C  -16.394  6.405  -23.131
O  -15.253  6.308  -22.287
H  -15.197  8.128  -23.643
H  -16.829  8.579  -23.251
H  -16.398  7.695  -24.800
H  -16.437  5.665  -23.931
H  -17.281  6.321  -22.504
H  -15.071  5.369  -22.212
C  -7.443  11.510  -23.544
C  -7.092  10.662  -22.256
O  -7.898  9.574  -22.307
H  -6.867  12.435  -23.543
H  -8.496  11.792  -23.558
H  -7.163  11.037  -24.485
H  -7.318  11.201  -21.336
H  -6.035  10.460  -22.085
H  -8.042  9.222  -21.426
C  -11.835  1.813  -22.291
C  -13.113  1.233  -21.666
O  -14.009  2.259  -21.584
H  -11.207  2.452  -21.669
H  -12.143  2.574  -23.008
H  -11.346  1.107  -22.962
H  -12.829  0.818  -20.699
H  -13.535  0.463  -22.311
H  -14.778  1.904  -21.132
C  -2.564  9.197  -29.501
C  -2.679  7.911  -30.381
C  -2.626  6.529  -29.645
O  -2.415  5.552  -30.622
C  -1.922  4.319  -30.225
N  -3.929  7.984  -31.151
H  -2.523  9.990  -30.248
H  -1.649  9.216  -28.909
H  -3.449  9.280  -28.870
H  -1.814  7.948  -31.043
H  -3.533  6.411  -29.052
H  -1.784  6.527  -28.953
H  -1.888  3.676  -31.104
H  -2.667  3.716  -29.705
H  -1.117  4.305  -29.490
H  -4.573  7.851  -30.384
H  -3.950  7.122  -31.676
C  -12.484  -3.337  -27.882
C  -11.076  -3.301  -28.461
C  -9.904  -3.723  -27.455
O  -9.866  -2.743  -26.381
C  -9.219  -1.528  -26.800
N  -11.034  -4.309  -29.504
H  -12.730  -4.198  -27.260
H  -13.198  -3.156  -28.686
H  -12.453  -2.448  -27.252
H  -10.904  -2.308  -28.875
H  -8.972  -3.794  -28.016
H  -10.116  -4.641  -26.906
H  -9.003  -0.946  -25.905
H  -9.806  -0.908  -27.477
H  -8.226  -1.711  -27.211
H  -11.072  -5.236  -29.104
H  -10.158  -4.269  -30.004
C  -10.893  7.110  -26.271
C  -9.666  6.285  -26.215
C  -9.747  5.014  -27.173
O  -8.854  3.940  -26.862
C  -7.535  4.137  -27.290
N  -8.607  7.207  -26.529
H  -11.697  6.593  -25.747
H  -11.143  7.293  -27.316
H  -10.810  8.040  -25.709
H  -9.489  5.960  -25.190
H  -9.762  5.246  -28.238
H  -10.731  4.599  -26.953
H  -7.527  4.498  -28.319
H  -6.983  3.198  -27.334
H  -7.036  4.932  -26.737
H  -7.761  6.655  -26.499
H  -8.488  7.837  -25.749
C  -2.082  2.823  -25.183
C  -0.979  3.845  -24.942
C  -1.328  5.188  -24.319
O  -2.244  5.841  -25.206
C  -2.688  7.188  -24.812
N  0.069  3.125  -24.243
H  -2.327  2.436  -24.194
H  -1.676  1.984  -25.749
H  -2.964  3.326  -25.581
H  -0.624  4.064  -25.949
H  -0.401  5.741  -24.169
H  -1.819  5.131  -23.347
H  -1.802  7.800  -24.642
H  -3.177  7.044  -23.849
H  -3.361  7.530  -25.599
H  0.912  3.651  -24.427
H  0.137  2.164  -24.547

The structure (SMILES) is COC[C@H](C)N.COC[C@H](C)N.COC[C@H](C)N.COC[C@H](C)N.CCO.CCO.CCO.CCO.CCO.CCO.CCO. The HOMO energy is -8.7988 eV. The gap between HOMO and LUMO is 9.02 eV. Its spin multiplicity is 1.

2.
C2H5N3 in the gas phase. Source: OMol25; level of theory: the ωB97M-V functional and the def2-TZVPD basis.

CARTESIAN COORDINATES (ANGSTROEM)
C  0.913  0.274  -0.152
C  -1.389  0.115  0.073
H  2.118  -1.074  0.317
H  1.791  1.007  0.258
H  -0.177  1.939  0.149
H  -2.220  0.751  0.301
H  -0.643  -1.636  -0.300
N  1.160  -1.057  -0.098
N  -0.163  0.834  -0.371
N  -1.390  -1.153  -0.176

The structure (SMILES) is [H]/N=C\N/C=N/[H]. The HOMO energy is -9.2298 eV. The gap between HOMO and LUMO is 9.43 eV. Its spin multiplicity is 1.

3.
A molecular structure, C4H11N2O. Source: OMol25; level of theory: the ωB97M-V functional and the def2-TZVPD basis.

CARTESIAN COORDINATES (ANGSTROEM)
C  3.158  0.668  1.227
C  -0.836  -0.402  -0.264
C  -0.646  -1.868  -0.671
C  -2.205  1.476  -0.100
N  2.563  -0.070  0.372
N  -2.039  0.077  -0.207
O  0.031  0.454  0.006
H  2.641  1.156  2.042
H  4.288  0.727  1.235
H  -1.346  -2.590  -0.316
H  0.339  -2.187  -0.398
H  -0.744  -1.847  -1.710
H  -1.228  1.848  -0.338
H  -2.989  1.721  -0.846
H  -2.584  1.813  0.861
H  3.109  -0.507  -0.317
H  -2.694  -0.474  -0.624
H  1.181  0.005  0.045

The HOMO energy is -14.6599 eV. The gap between HOMO and LUMO is 11.22 eV. Its spin multiplicity is 1. Its charge is +1.

4.
A molecular structure, C28H48N4O18S. Source: OMol25; level of theory: the ωB97M-V functional and the def2-TZVPD basis.

CARTESIAN COORDINATES (ANGSTROEM)
C  4.748  -1.019  -5.717
C  3.284  -0.445  -6.074
N  2.305  -1.128  -5.196
C  1.030  -0.457  -5.127
C  -0.188  -1.245  -5.376
C  -1.600  -0.643  -5.312
C  -2.798  -1.630  -5.565
C  -2.696  -2.780  -4.462
N  -2.020  -3.867  -4.641
C  -1.848  0.780  -5.031
C  -0.601  1.603  -4.762
N  -0.691  2.968  -4.440
S  0.930  3.342  -4.195
N  1.794  1.930  -4.482
C  0.809  0.998  -4.794
H  4.712  -1.711  -4.836
H  5.139  -1.508  -6.655
H  5.462  -0.172  -5.475
H  3.349  0.668  -5.934
H  3.074  -0.717  -7.151
H  2.686  -1.354  -4.276
H  -0.075  -2.341  -5.595
H  -2.742  -2.080  -6.591
H  -3.809  -1.150  -5.389
H  -3.233  -2.698  -3.477
H  -1.611  -3.803  -5.585
H  -2.876  1.207  -5.015
C  3.083  3.664  2.654
O  2.521  3.659  1.341
C  3.287  3.072  0.415
O  4.366  2.570  0.601
O  2.640  3.139  -0.756
C  3.338  2.547  -1.853
H  2.377  4.162  3.316
H  3.233  2.644  3.012
H  4.022  4.219  2.669
H  3.497  1.482  -1.679
H  4.288  3.055  -2.025
H  2.714  2.663  -2.739
C  -1.190  2.969  1.079
O  -1.881  2.538  2.254
C  -1.533  3.193  3.370
O  -0.719  4.077  3.449
O  -2.251  2.690  4.382
C  -1.986  3.294  5.647
H  -1.551  2.371  0.243
H  -1.403  4.019  0.870
H  -0.116  2.808  1.182
H  -2.230  4.357  5.626
H  -0.945  3.143  5.935
H  -2.622  2.807  6.384
C  -1.781  -5.841  -2.864
O  -1.166  -7.102  -2.566
C  -0.305  -7.067  -1.545
O  -0.023  -6.097  -0.889
O  0.192  -8.302  -1.377
C  1.133  -8.413  -0.312
H  -2.454  -5.989  -3.702
H  -2.363  -5.488  -2.010
H  -1.033  -5.110  -3.147
H  0.667  -8.160  0.642
H  2.001  -7.778  -0.496
H  1.464  -9.450  -0.271
C  -5.093  3.077  1.456
O  -6.109  3.520  0.554
C  -5.990  3.035  -0.687
O  -5.128  2.289  -1.077
O  -6.997  3.526  -1.422
C  -6.997  3.090  -2.780
H  -5.289  3.530  2.426
H  -5.124  1.993  1.569
H  -4.109  3.401  1.116
H  -7.104  2.006  -2.836
H  -6.088  3.415  -3.288
H  -7.852  3.549  -3.274
C  5.439  1.479  8.019
O  4.876  1.477  6.708
C  5.645  0.890  5.781
O  6.724  0.391  5.971
O  5.004  0.958  4.608
C  5.712  0.367  3.516
H  4.731  1.977  8.681
H  5.588  0.459  8.376
H  6.378  2.034  8.034
H  5.873  -0.698  3.693
H  6.661  0.878  3.351
H  5.098  0.482  2.624
C  -0.942  -0.449  2.871
O  -1.728  -1.605  3.162
C  -2.138  -1.684  4.433
O  -1.900  -0.887  5.304
O  -2.859  -2.806  4.568
C  -3.364  -3.021  5.884
H  -0.667  -0.490  1.818
H  -1.517  0.458  3.043
H  -0.028  -0.446  3.467
H  -4.035  -2.212  6.176
H  -2.546  -3.119  6.599
H  -3.928  -3.953  5.872

The HOMO energy is -8.9008 eV. The gap between HOMO and LUMO is 7.76 eV. Its spin multiplicity is 1.

5.
A gas-phase ion, C2H7N4S (charge +1). Source: OMol25; level of theory: the ωB97M-V functional and the def2-TZVPD basis.

CARTESIAN COORDINATES (ANGSTROEM)
C  -0.151  0.678  0.002
C  1.021  -0.096  0.022
N  -0.941  -1.501  0.374
N  -1.221  -0.075  0.237
N  -2.377  0.247  -0.433
N  2.273  0.574  -0.028
S  0.705  -1.841  -0.201
H  -0.398  1.679  -0.097
H  -1.088  -1.874  1.296
H  -2.751  -0.518  -0.978
H  -3.156  0.493  0.171
H  2.946  0.359  0.695
H  2.219  1.524  -0.294
H  2.920  0.351  -0.766

The HOMO energy (spin up / spin down) is -9.4523 / -13.6651 eV. The gap between HOMO and LUMO (spin up / spin down) is 5.74 / 8.00 eV. Its spin multiplicity is 3. Its charge is +1.

6.
C27H40O4 in the gas phase. Source: OMol25; level of theory: the ωB97M-V functional and the def2-TZVPD basis.

CARTESIAN COORDINATES (ANGSTROEM)
C  -4.459  -4.159  -0.794
C  -5.526  -4.178  0.294
C  -6.259  -2.846  0.472
C  -5.360  -1.695  0.939
C  -4.872  -0.808  -0.210
C  -4.025  0.322  0.330
O  -4.351  1.064  1.218
O  -2.858  0.384  -0.320
C  -1.891  1.358  0.088
C  -1.484  1.212  1.569
H  -2.000  1.957  2.171
H  -1.790  0.229  1.927
C  0.039  1.388  1.628
H  0.511  0.466  1.963
H  0.311  2.177  2.327
C  0.482  1.750  0.203
H  0.394  2.836  0.096
C  1.924  1.368  -0.160
C  2.903  1.976  0.841
C  4.336  1.684  0.408
C  4.565  0.212  0.269
C  5.624  -0.365  0.849
C  6.020  -1.760  0.671
O  6.959  -2.256  1.258
C  5.203  -2.518  -0.349
C  3.750  -2.061  -0.332
H  3.191  -2.630  -1.075
H  3.332  -2.292  0.652
C  3.589  -0.552  -0.597
C  3.939  -0.241  -2.063
H  3.463  -0.953  -2.732
H  5.015  -0.301  -2.212
H  3.622  0.761  -2.339
C  2.126  -0.149  -0.247
C  1.106  -0.737  -1.225
C  -0.323  -0.410  -0.801
H  -0.517  -0.871  0.167
H  -1.022  -0.844  -1.518
C  -0.572  1.102  -0.707
C  -0.617  1.722  -2.102
H  -1.434  1.293  -2.678
H  -0.754  2.799  -2.045
H  0.309  1.530  -2.636
H  1.287  -0.348  -2.227
H  1.206  -1.822  -1.267
H  1.925  -0.569  0.745
H  5.276  -3.588  -0.147
H  5.651  -2.337  -1.330
H  6.287  0.220  1.473
H  5.043  2.106  1.123
H  4.519  2.159  -0.561
H  2.736  1.550  1.831
H  2.747  3.054  0.907
H  2.130  1.805  -1.143
C  -2.379  2.789  -0.175
O  -1.832  3.725  0.351
C  -3.540  2.961  -1.114
H  -3.564  2.190  -1.879
H  -4.455  2.896  -0.525
H  -3.497  3.950  -1.563
H  -4.291  -1.369  -0.939
H  -5.737  -0.366  -0.711
H  -5.905  -1.056  1.635
H  -4.500  -2.099  1.476
H  -7.047  -3.000  1.212
H  -6.745  -2.573  -0.467
H  -6.266  -4.943  0.046
H  -5.067  -4.462  1.243
H  -4.881  -3.822  -1.738
H  -3.636  -3.503  -0.523
H  -4.056  -5.159  -0.939

The structure (SMILES) is CCCCCC(=O)O[C@@]1(C(C)=O)CC[C@H]2[C@H]3CCC4=CC(=O)CC[C@@]4(C)[C@@H]3CC[C@]21C. The HOMO energy is -9.3031 eV. The gap between HOMO and LUMO is 9.81 eV. Its spin multiplicity is 1.

7.
6 unconnected molecules or ions with the total composition C15H37B4Cl2N5O11. Source: OMol25; level of theory: the ωB97M-V functional and the def2-TZVPD basis.

CARTESIAN COORDINATES (ANGSTROEM)
O  1.763  -0.981  -0.911
B  1.788  0.091  -1.772
O  2.796  1.000  -1.832
O  0.722  0.178  -2.680
B  -0.572  0.252  -2.351
O  -1.576  0.025  -3.285
B  -2.783  -0.343  -2.759
Cl  -3.673  -1.713  -3.363
O  -3.257  0.368  -1.672
B  -2.297  0.782  -0.775
Cl  -2.777  1.541  0.724
O  -0.974  0.588  -1.054
H  2.571  -1.493  -0.894
H  2.742  1.778  -1.250
C  4.599  3.334  0.354
O  3.510  3.039  -0.115
N  5.458  4.177  -0.232
C  6.739  4.504  0.353
C  5.083  4.765  -1.512
H  4.961  2.915  1.305
H  6.816  5.576  0.546
H  7.554  4.215  -0.312
H  6.853  3.973  1.297
H  4.165  5.343  -1.400
H  4.912  3.985  -2.249
H  5.885  5.405  -1.863
C  -2.789  -4.350  0.936
O  -2.206  -4.364  -0.132
N  -3.069  -3.246  1.651
C  -3.759  -3.311  2.923
C  -2.659  -1.956  1.122
H  -3.151  -5.275  1.422
H  -4.697  -2.756  2.895
H  -3.141  -2.897  3.721
H  -3.973  -4.356  3.148
H  -3.122  -1.791  0.147
H  -1.575  -1.925  0.995
H  -2.972  -1.177  1.813
C  6.226  4.914  -5.454
O  6.284  4.756  -4.248
N  5.362  4.259  -6.253
C  5.322  4.469  -7.683
C  4.444  3.311  -5.642
H  6.883  5.613  -5.997
H  4.344  4.837  -7.999
H  5.532  3.542  -8.222
H  6.074  5.206  -7.960
H  3.808  3.807  -4.908
H  4.989  2.520  -5.127
H  3.822  2.874  -6.419
C  -0.854  -5.262  4.224
O  -0.656  -4.491  5.141
N  -0.447  -6.550  4.208
C  -0.704  -7.421  3.083
C  0.272  -7.057  5.362
H  -1.390  -4.971  3.305
H  -1.307  -8.282  3.380
H  0.228  -7.787  2.647
H  -1.242  -6.868  2.315
H  -0.336  -6.979  6.263
H  1.186  -6.486  5.529
H  0.526  -8.101  5.186
C  -6.154  0.043  3.356
O  -4.945  -0.089  3.377
N  -6.799  1.069  2.768
C  -8.241  1.162  2.751
C  -6.006  2.105  2.125
H  -6.838  -0.688  3.820
H  -8.622  1.166  1.727
H  -8.583  2.072  3.249
H  -8.664  0.305  3.272
H  -5.375  1.669  1.353
H  -5.353  2.594  2.849
H  -6.678  2.838  1.684

The structure (SMILES) is OB(O)OB1OB(Cl)OB(Cl)O1.CN(C)C=O.CN(C)C=O.CN(C)C=O.CN(C)C=O.CN(C)C=O. The HOMO energy is -8.8694 eV. The gap between HOMO and LUMO is 9.46 eV. Its spin multiplicity is 1.

8.
A molecular structure, CH25LiO12. Source: OMol25; level of theory: the ωB97M-V functional and the def2-TZVPD basis.

CARTESIAN COORDINATES (ANGSTROEM)
Li  -0.390  -1.491  -1.196
C  0.180  0.057  0.444
O  0.473  0.224  -0.965
H  1.032  0.471  0.987
H  -0.144  -0.987  0.474
H  -0.765  0.661  0.578
O  -0.553  2.409  3.331
H  -0.697  3.043  4.046
H  0.294  2.555  2.885
O  3.719  -1.031  1.700
H  3.669  -0.603  0.842
H  3.622  -0.482  2.494
O  -0.770  4.047  1.015
H  -1.329  3.424  1.391
H  -0.419  3.321  0.622
O  -1.769  -2.350  -0.632
H  -2.085  -1.706  -0.002
H  -2.642  -2.805  -0.627
O  -1.045  1.737  -1.516
H  -1.788  1.232  -1.076
H  -0.123  1.302  -1.388
O  0.826  -3.305  -1.131
H  0.384  -4.198  -1.322
H  1.770  -3.251  -1.167
O  -0.144  -1.270  -3.287
H  0.601  -1.103  -3.895
H  -0.966  -1.376  -3.796
O  -3.051  0.310  0.040
H  -3.696  0.693  -0.727
H  -3.427  0.675  0.874
O  1.164  3.039  -0.611
H  1.266  3.289  -1.584
H  1.067  2.077  -0.263
O  3.319  0.245  -0.638
H  3.625  0.990  -1.048
H  2.214  0.248  -0.627
O  -1.514  -3.456  2.168
H  -0.568  -3.413  2.426
H  -1.330  -3.204  1.189

The HOMO energy is -8.1901 eV. The gap between HOMO and LUMO is 7.56 eV. Its spin multiplicity is 1.

Going through the records in order, we get DFT total energy values of -2240.9531 -243.3513 -343.4926 -3067.1626 -697.1337 -1353.8470 -2715.5598 -963.3960 Ha.
Going through the records in order, we get max |F| values of 0.080 0.237 0.090 0.096 0.072 0.015 0.014 0.115 hartree/bohr.